[1]
{"formula": "C5H11P", "method": "ωB97M-V/def2-TZVPD", "smiles": "C=CCC.C=P", "relative_energy_ev": 2.349, "e_homo_ev": -9.5, "charge": 0, "homo_lumo_gap_ev": 9.205, "molar_mass_g_mol": 102.12, "species": ["C", "C", "C", "C", "C", "P", "H", "H", "H", "H", "H", "H", "H", "H", "H", "H", "H"], "coordinates": [[-2.2160, -0.4074, 0.0280], [0.5266, 1.3869, -0.8903], [1.2815, -2.0341, 0.3938], [0.9767, 0.5100, 0.2321], [1.6830, -0.8656, -0.1017], [-2.6636, 0.5844, 1.4168], [-2.2902, -0.0442, -0.9480], [-1.5083, -1.1591, 0.2204], [0.2933, 2.3202, -0.4862], [-0.3925, 1.0200, -1.4059], [1.2491, 1.6820, -1.5951], [1.8660, -2.8949, 0.2461], [0.4305, -2.1408, 1.1967], [-3.5111, 1.5406, 0.7188], [0.0639, 0.3483, 0.8807], [1.7425, 1.0081, 0.9129], [2.4686, -0.8542, -0.8190]], "nbo_charge": [-0.70, -0.61, -0.41, -0.45, -0.16, 0.37, 0.20, 0.20, 0.21, 0.20, 0.21, 0.20, 0.19, -0.05, 0.22, 0.21, 0.19]}

=====

[2]
{"formula": "C35H71BN3O4P", "method": "ωB97M-V/def2-TZVPD", "spin_multiplicity": 4, "e_homo_ev": [-1.9, -1.9], "charge": -1, "homo_lumo_gap_ev": [4.001, 3.343], "molar_mass_g_mol": 639.76, "species": ["C", "C", "C", "C", "B", "C", "O", "P", "C", "C", "C", "H", "H", "H", "H", "H", "H", "H", "H", "H", "H", "H", "H", "H", "H", "H", "H", "H", "C", "C", "C", "C", "C", "C", "N", "O", "C", "C", "C", "H", "H", "H", "H", "H", "H", "H", "H", "H", "H", "H", "H", "H", "H", "H", "H", "H", "H", "C", "C", "C", "C", "C", "C", "N", "O", "C", "C", "C", "H", "H", "H", "H", "H", "H", "H", "H", "H", "H", "H", "H", "H", "H", "H", "H", "H", "H", "C", "C", "C", "C", "C", "C", "N", "O", "C", "C", "C", "H", "H", "H", "H", "H", "H", "H", "H", "H", "H", "H", "H", "H", "H", "H", "H", "H", "H"], "coordinates": [[-1.6831, 2.3267, 3.7429], [-1.7839, 1.8042, 2.3691], [-0.5132, 1.0390, 1.8464], [-0.6528, 0.6180, 0.3435], [-1.3884, -0.8188, 0.2026], [-1.0732, -2.0533, 1.2030], [-2.3237, -1.0762, -0.8432], [1.0092, 0.3571, -0.4719], [1.0642, 1.5926, -1.9110], [2.4254, 0.8087, 0.6640], [2.8092, -0.3528, 1.6832], [-1.2253, 3.3176, 3.9729], [-2.0393, 1.7527, 4.6311], [-2.6890, 1.9801, 1.7558], [-0.3604, 0.1838, 2.5495], [0.3297, 1.7587, 2.0201], [-1.5147, -2.9824, 0.7685], [-1.4288, -1.8560, 2.2418], [0.0432, -2.1824, 1.1734], [-2.8879, -0.3105, -0.9893], [1.9279, 1.2800, -2.5469], [1.2445, 2.6262, -1.5234], [0.0904, 1.5056, -2.4462], [3.3237, 0.9379, 0.0021], [2.3026, 1.7818, 1.1982], [1.9140, -0.9620, 1.9424], [3.6483, -0.9699, 1.2807], [3.1949, 0.1552, 2.6020], [1.2366, 7.6425, 2.7474], [1.4766, 6.1363, 2.4427], [1.7424, 5.3520, 3.7488], [3.1527, 5.4933, 4.2968], [4.1674, 5.1919, 3.2049], [3.9529, 6.0663, 1.9576], [2.5619, 6.0053, 1.4357], [2.4045, 4.7531, 0.7948], [4.3487, 7.5184, 2.3081], [4.9732, 5.6518, 0.8855], [0.1228, 5.6367, 1.9129], [1.9947, 8.2942, 2.3183], [0.2999, 7.9989, 2.3088], [1.1907, 7.8442, 3.8233], [1.5611, 4.2846, 3.5723], [1.0223, 5.6512, 4.5211], [3.3024, 6.4966, 4.7110], [3.2930, 4.7963, 5.1303], [5.1797, 5.3393, 3.6024], [4.0972, 4.1323, 2.9375], [4.1690, 8.1869, 1.4627], [5.4148, 7.5800, 2.5526], [3.8234, 7.9152, 3.1776], [4.9024, 4.5928, 0.6312], [5.9956, 5.8192, 1.2429], [4.8410, 6.2376, -0.0284], [-0.1255, 6.0973, 0.9536], [-0.6800, 5.8849, 2.6177], [0.1028, 4.5521, 1.7880], [2.4728, -5.3155, 1.5061], [1.1022, -6.0346, 1.3621], [0.1098, -5.5507, 2.4390], [0.3129, -6.1644, 3.8176], [0.3754, -7.6829, 3.7149], [1.4541, -8.1518, 2.7283], [1.3177, -7.5102, 1.3883], [0.2972, -8.0843, 0.7725], [2.8409, -7.8601, 3.3403], [1.4086, -9.6875, 2.6320], [0.5573, -5.5283, 0.0105], [3.2909, -5.9866, 1.7599], [2.7874, -4.8577, 0.5661], [2.4435, -4.5257, 2.2599], [-0.9127, -5.7866, 2.1208], [0.1490, -4.4616, 2.5204], [1.2183, -5.7631, 4.2825], [-0.5164, -5.8767, 4.4694], [0.5653, -8.1052, 4.7060], [-0.6062, -8.0590, 3.4073], [3.6413, -8.1321, 2.6483], [2.9862, -8.4440, 4.2517], [2.9781, -6.8194, 3.6309], [0.4263, -10.0597, 2.3360], [1.6300, -10.1368, 3.6024], [2.1486, -10.0587, 1.9187], [1.1717, -5.8798, -0.8216], [0.5613, -4.4365, -0.0078], [-0.4723, -5.8420, -0.1685], [-4.2528, 0.6460, -7.9519], [-4.6955, 1.2601, -6.5945], [-3.5449, 2.0613, -5.9500], [-2.4903, 1.2133, -5.2514], [-3.1514, 0.2457, -4.2789], [-4.2102, -0.6293, -4.9624], [-5.2170, 0.1768, -5.7143], [-6.0327, 0.7273, -4.8301], [-3.4944, -1.6273, -5.8974], [-4.8725, -1.5286, -3.9030], [-5.7762, 2.2899, -6.9842], [-4.2445, -0.4419, -7.9539], [-4.9440, 0.9074, -8.7563], [-3.2594, 0.9873, -8.2508], [-3.9592, 2.7530, -5.2072], [-3.0627, 2.6904, -6.7032], [-1.8833, 0.6784, -5.9879], [-1.8024, 1.8649, -4.7064], [-2.3843, -0.3832, -3.8187], [-3.6044, 0.8185, -3.4621], [-4.2151, -2.2396, -6.4450], [-2.8637, -2.3056, -5.3196], [-2.8321, -1.1499, -6.6187], [-5.3138, -0.9571, -3.0848], [-4.1333, -2.1932, -3.4517], [-5.6514, -2.1528, -4.3487], [-6.6613, 1.7998, -7.3962], [-5.3857, 2.9707, -7.7440], [-6.0886, 2.9064, -6.1403]], "lowdin_spin": [-0.60, 0.57, 0.11, 0.56, 0.08, 0.02, 0.01, 0.14, 0.05, 0.01, 0.00, -0.02, -0.02, 0.02, 0.04, 0.02, 0.00, 0.00, 0.00, 0.00, 0.00, 0.00, 0.00, 0.00, 0.00, 0.00, 0.00, 0.00, 0.00, 0.00, 0.00, 0.00, 0.00, 0.00, 0.00, 0.00, 0.00, 0.00, 0.00, 0.00, 0.00, 0.00, 0.00, 0.00, 0.00, 0.00, 0.00, 0.00, 0.00, 0.00, 0.00, 0.00, 0.00, 0.00, 0.00, 0.00, 0.00, 0.00, 0.03, 0.01, 0.00, 0.01, 0.03, 0.34, 0.57, 0.00, 0.00, 0.00, 0.00, 0.00, 0.00, 0.00, 0.00, 0.00, 0.00, 0.00, 0.00, 0.00, 0.00, 0.00, 0.00, 0.00, 0.00, 0.00, 0.00, 0.00, 0.00, 0.03, 0.01, 0.00, 0.01, 0.03, 0.34, 0.57, 0.00, 0.00, 0.00, 0.00, 0.00, 0.00, 0.00, 0.00, 0.00, 0.00, 0.00, 0.00, 0.00, 0.00, 0.00, 0.00, 0.00, 0.00, 0.00, 0.00, 0.00]}

=====

[3]
{"formula": "C8H11N", "method": "ωB97M-V/def2-TZVPD", "smiles": "CC1=C(C)[C@@H]2CCN=C12", "relative_energy_ev": 2.709, "e_homo_ev": -8.8, "charge": 0, "homo_lumo_gap_ev": 9.738, "molar_mass_g_mol": 121.18, "species": ["C", "C", "C", "C", "C", "C", "C", "C", "N", "H", "H", "H", "H", "H", "H", "H", "H", "H", "H", "H"], "coordinates": [[0.5769, -1.1653, 0.6206], [-0.5747, -0.7440, 0.0544], [0.8924, 0.5586, 0.7639], [-0.4948, 1.9144, -0.5152], [0.8517, 2.5404, -0.0474], [-0.6250, 0.7406, 0.5213], [1.2915, -2.4246, 0.6319], [-1.6761, -1.4405, -0.7428], [1.6887, 1.4450, 0.3801], [-1.3728, 2.6681, -0.6278], [-0.2393, 1.7781, -1.5860], [1.4167, 3.0490, -0.9897], [0.7740, 3.2140, 0.7232], [-1.1950, 1.0306, 1.3436], [2.3225, -2.2278, 0.3386], [0.7487, -3.2085, -0.0192], [1.3038, -2.9142, 1.6638], [-2.5020, -0.7287, -0.5398], [-1.7877, -2.4146, -0.2124], [-1.3996, -1.6705, -1.7611]], "nbo_charge": [0.00, 0.04, 0.35, -0.45, -0.22, -0.34, -0.67, -0.67, -0.46, 0.21, 0.22, 0.19, 0.19, 0.22, 0.24, 0.23, 0.23, 0.23, 0.23, 0.23]}

=====

[4]
{"formula": "C5H6I2N2", "method": "ωB97M-V/def2-TZVPD", "relative_energy_ev": 2.140, "e_homo_ev": -9.1, "charge": 0, "homo_lumo_gap_ev": 8.215, "molar_mass_g_mol": 347.92, "species": ["C", "C", "C", "C", "C", "N", "N", "I", "I", "H", "H", "H", "H", "H", "H"], "coordinates": [[-2.6400, -1.7848, 0.0311], [-1.3487, -1.6982, 0.3998], [-2.5448, -0.2614, 1.5406], [3.0035, -0.9504, -1.0306], [-0.0397, -0.4977, 1.7533], [-3.3889, -0.8383, 0.7927], [-1.2857, -0.6987, 1.3474], [-0.0838, 0.8076, 3.4697], [1.2790, -0.1832, -1.8912], [-3.2404, -2.5088, -0.6494], [-0.5122, -2.0576, -0.2073], [-2.8091, 0.4459, 2.3019], [2.5970, -1.2902, -0.1309], [3.7296, -0.1946, -1.0810], [3.4922, -1.8122, -1.5066]], "nbo_charge": [-0.08, -0.08, 0.19, -0.75, 0.10, -0.39, -0.52, 0.05, 0.09, 0.24, 0.26, 0.22, 0.23, 0.23, 0.23]}

=====

Question: Which of these has the lowest charge?
Answer: C35H71BN3O4P